[1]
ORCA calculation (ωB97M-V/def2-TZVPD) on one molecule with the formula C4H6O2 at a distorted geometry.

The value obtained for the gap between HOMO and LUMO is 9.67 eV. The calculation puts the LUMO energy at 0.95 eV. Its total energy is -8337.4610 eV. The energy above the lowest of the compared OMol25 structures with the same formula, charge and spin is 289.5 kJ/mol.

Positions of all 12 atoms, in Å:
C1 1.378 0.106 1.193
C2 0.578 -0.602 0.388
O1 -0.118 -1.744 0.501
C3 0.070 0.114 -0.823
C4 -1.188 0.731 -0.490
O2 -1.063 -0.516 -1.391
H1 1.694 -0.173 2.188
H2 1.780 1.036 0.783
H3 -0.731 -1.669 -0.371
H4 0.741 0.533 -1.557
H5 -1.481 1.705 -0.884
H6 -1.642 0.453 0.461

***

[2]
ORCA calculation (ωB97M-V/def2-TZVPD) on one molecule with the formula C2H10N2OSi at a distorted geometry.

The value obtained for the gap between HOMO and LUMO is 10.52 eV. The calculation puts the LUMO energy at 0.74 eV. Its total energy is -15143.7597 eV. The energy above the lowest of the compared OMol25 structures with the same formula, charge and spin is 0.0 kJ/mol.

Positions of all 16 atoms, in Å:
C1 2.172 -0.597 -0.189
O1 0.918 -0.811 -0.697
Si1 -0.520 -0.285 -0.052
C2 -0.644 1.586 -0.323
N1 -0.787 -1.032 1.482
N2 -1.805 -0.966 -1.005
H1 2.877 -0.475 -1.175
H2 2.407 -1.368 0.421
H3 2.353 0.431 0.386
H4 -0.210 1.808 -1.378
H5 -1.652 1.927 -0.397
H6 -0.304 2.158 0.457
H7 -1.741 -1.030 1.825
H8 -0.211 -0.651 2.249
H9 -1.596 -1.038 -1.968
H10 -2.053 -1.890 -0.704

***

[3]
ORCA calculation (ωB97M-V/def2-TZVPD) on C38H26Cl5IrO4P2S as an isolated structure at a distorted geometry.

The value obtained for the gap between HOMO and LUMO (alpha / beta) is 5.90 / 6.07 eV. The calculation puts the LUMO energy (alpha / beta) at -1.47 / -1.29 eV. Its total energy is -142882.4255 eV. The energy above the lowest of the compared OMol25 structures with the same formula, charge and spin is 300.3 kJ/mol.

Positions of all 77 atoms, in Å:
Ir1 -1.661 1.715 -0.028
O1 -1.337 0.541 3.418
C1 -2.192 0.903 2.623
O2 -2.252 2.011 2.003
C2 -3.412 0.001 2.428
C3 -3.871 -0.581 3.602
C4 -4.994 -1.382 3.624
C5 -5.681 -1.621 2.443
C6 -5.236 -1.062 1.265
C7 -4.102 -0.238 1.232
S1 -3.671 0.365 -0.345
H1 -3.312 -0.396 4.506
H2 -5.331 -1.815 4.553
H3 -6.566 -2.239 2.448
H4 -5.772 -1.228 0.344
Cl1 1.120 3.699 -1.361
C8 -0.308 4.531 -0.860
C9 -1.472 3.832 -0.542
C10 -2.564 4.623 -0.167
Cl2 -4.028 3.815 0.230
C11 -2.527 6.011 -0.088
Cl3 -3.900 6.912 0.401
C12 -1.337 6.664 -0.395
Cl4 -1.242 8.370 -0.304
C13 -0.227 5.920 -0.782
Cl5 1.240 6.725 -1.155
O3 0.657 1.559 0.616
P1 1.749 0.786 -0.004
C14 1.743 -0.954 0.609
P2 0.134 -1.672 0.041
O4 -0.917 -0.638 -0.061
C15 0.356 -2.517 -1.556
C16 -0.665 -2.344 -2.482
C17 -0.612 -2.986 -3.706
C18 0.464 -3.805 -4.007
C19 1.483 -3.986 -3.084
C20 1.430 -3.345 -1.857
C21 -0.259 -2.908 1.315
C22 -0.775 -2.392 2.497
C23 -1.113 -3.236 3.537
C24 -0.922 -4.601 3.410
C25 -0.410 -5.117 2.229
C26 -0.084 -4.277 1.178
C27 3.362 1.509 0.414
C28 3.648 1.677 1.764
C29 4.790 2.355 2.151
C30 5.654 2.864 1.193
C31 5.379 2.680 -0.153
C32 4.228 2.016 -0.543
C33 1.671 0.457 -1.790
C34 0.579 0.819 -2.563
C35 0.556 0.506 -3.912
C36 1.609 -0.191 -4.483
C37 2.677 -0.601 -3.701
C38 2.711 -0.274 -2.359
H5 1.730 -0.936 1.701
H6 2.596 -1.524 0.249
H7 -1.498 -1.706 -2.226
H8 -1.411 -2.846 -4.420
H9 0.514 -4.300 -4.966
H10 2.321 -4.628 -3.317
H11 2.215 -3.493 -1.129
H12 -0.899 -1.326 2.609
H13 -1.517 -2.816 4.444
H14 -1.167 -5.262 4.228
H15 -0.266 -6.182 2.125
H16 0.312 -4.679 0.256
H17 2.951 1.314 2.505
H18 4.993 2.512 3.200
H19 6.518 3.437 1.495
H20 6.047 3.076 -0.903
H21 3.984 1.916 -1.589
H22 -0.261 1.346 -2.099
H23 -0.282 0.810 -4.520
H24 1.596 -0.424 -5.538
H25 3.484 -1.173 -4.140
H26 3.553 -0.576 -1.750

***

[4]
ORCA calculation (ωB97M-V/def2-TZVPD) on C10H21B11Br6IrN2Si as an isolated structure.

As for the net charge: +3. The value obtained for the gap between HOMO and LUMO (alpha / beta) is 6.27 / 4.22 eV. The calculation puts the LUMO energy (alpha / beta) at -11.57 / -13.72 eV. Its total energy is -452074.7288 eV. As for the multiplicity: 5.

Positions of all 52 atoms, in Å:
Ir1 0.318 0.290 -0.677
Br1 -1.261 2.021 -1.490
B1 -2.423 0.824 -2.580
B2 -3.836 1.321 -3.636
C1 -4.580 -0.200 -3.589
B3 -4.061 0.291 -2.056
B4 -4.215 -1.537 -2.579
B5 -4.112 -1.588 -4.438
B6 -3.850 0.153 -5.091
B7 -2.259 0.826 -4.425
Br2 -1.111 2.054 -5.298
B8 -2.433 -0.993 -4.930
Br3 -1.560 -1.731 -6.431
B9 -2.643 -2.038 -3.333
Br4 -1.901 -3.774 -3.137
B10 -2.660 -0.833 -1.945
Br5 -1.794 -1.305 -0.218
B11 -1.614 -0.540 -3.356
Br6 0.347 -0.660 -3.025
H1 -4.333 2.382 -3.732
H2 -3.512 -0.325 -3.514
H3 -4.709 0.700 -1.163
H4 -4.975 -2.239 -2.021
H5 -4.778 -2.326 -5.066
H6 -4.400 0.455 -6.085
C2 2.311 -0.690 0.567
C3 1.658 0.167 1.619
C4 2.141 0.267 2.915
C5 1.458 1.085 3.802
C6 0.309 1.756 3.393
C7 -0.217 1.642 2.074
N1 0.560 0.823 1.195
N2 -1.290 2.169 1.599
Si1 -2.534 3.207 2.451
C8 -3.237 2.106 3.776
C9 -1.686 4.729 3.090
C10 -3.747 3.588 1.107
H7 3.241 -0.253 0.200
H8 1.709 -0.955 -0.380
H9 2.499 -1.699 0.939
H10 3.024 -0.285 3.211
H11 1.809 1.193 4.821
H12 -0.227 2.388 4.087
H13 -2.529 1.902 4.582
H14 -3.587 1.152 3.377
H15 -4.098 2.601 4.231
H16 -1.020 4.552 3.936
H17 -2.450 5.429 3.439
H18 -1.119 5.240 2.311
H19 -4.175 2.681 0.674
H20 -3.300 4.180 0.304
H21 -4.580 4.176 1.500

***

[5]
ORCA calculation (ωB97M-V/def2-TZVPD) on a 2-piece molecular cluster, C6H12F2N5O overall at a distorted geometry.

As for the net charge: +1. The value obtained for the gap between HOMO and LUMO (alpha / beta) is 6.74 / 9.68 eV. The calculation puts the LUMO energy (alpha / beta) at -4.80 / -3.44 eV. Its total energy is -21338.2860 eV. The energy above the lowest of the compared OMol25 structures with the same formula, charge and spin is 88.6 kJ/mol.

Positions of all 26 atoms, in Å:
C1 3.471 -0.678 -0.319
C2 -1.371 -0.801 1.701
C3 -1.943 -1.187 -0.616
C4 -1.473 1.099 0.193
C5 -0.741 1.820 -0.886
C6 1.841 1.146 0.357
N1 3.247 -1.904 -0.717
N2 1.956 -2.111 -0.661
N3 1.346 -1.072 -0.252
N4 2.272 -0.123 -0.003
N5 -1.166 -0.350 0.315
O1 -0.575 1.199 -2.043
F1 1.280 1.182 1.603
F2 2.779 2.095 0.258
H1 4.419 -0.192 -0.237
H2 -1.106 -1.853 1.786
H3 -0.742 -0.231 2.381
H4 -2.414 -0.677 1.990
H5 -1.572 -2.209 -0.568
H6 -2.997 -1.178 -0.345
H7 -1.818 -0.828 -1.634
H8 -1.252 1.596 1.141
H9 -2.557 1.190 0.017
H10 -0.558 2.878 -0.787
H11 -0.132 -0.565 0.068
H12 -0.196 1.751 -2.743

***

[6]
ORCA calculation (ωB97M-V/def2-TZVPD) on one molecule with the formula C4H8O at a distorted geometry.

The value obtained for the gap between HOMO and LUMO is 10.75 eV. The calculation puts the LUMO energy at 1.17 eV. Its total energy is -6323.4227 eV. The energy above the lowest of the compared OMol25 structures with the same formula, charge and spin is 168.4 kJ/mol.

Positions of all 13 atoms, in Å:
C1 -1.287 -0.870 0.464
C2 0.151 -0.713 -0.164
C3 0.269 0.639 -0.880
C4 1.269 1.004 0.229
O1 1.148 -0.317 0.796
H1 -1.220 -1.603 1.263
H2 -1.748 0.033 0.922
H3 -2.041 -1.218 -0.266
H4 0.409 -1.644 -0.684
H5 0.550 0.804 -1.930
H6 -0.754 0.872 -0.623
H7 0.946 1.785 0.932
H8 2.310 1.229 -0.058

***

What did the first record say?
ORCA calculation (ωB97M-V/def2-TZVPD) on one molecule with the formula C4H6O2 at a distorted geometry.

The value obtained for the gap between HOMO and LUMO is 9.67 eV. The calculation puts the LUMO energy at 0.95 eV. Its total energy is -8337.4610 eV. The energy above the lowest of the compared OMol25 structures with the same formula, charge and spin is 289.5 kJ/mol.

Positions of all 12 atoms, in Å:
C1 1.378 0.106 1.193
C2 0.578 -0.602 0.388
O1 -0.118 -1.744 0.501
C3 0.070 0.114 -0.823
C4 -1.188 0.731 -0.490
O2 -1.063 -0.516 -1.391
H1 1.694 -0.173 2.188
H2 1.780 1.036 0.783
H3 -0.731 -1.669 -0.371
H4 0.741 0.533 -1.557
H5 -1.481 1.705 -0.884
H6 -1.642 0.453 0.461

***

What did the sixth record say?
ORCA calculation (ωB97M-V/def2-TZVPD) on one molecule with the formula C4H8O at a distorted geometry.

The value obtained for the gap between HOMO and LUMO is 10.75 eV. The calculation puts the LUMO energy at 1.17 eV. Its total energy is -6323.4227 eV. The energy above the lowest of the compared OMol25 structures with the same formula, charge and spin is 168.4 kJ/mol.

Positions of all 13 atoms, in Å:
C1 -1.287 -0.870 0.464
C2 0.151 -0.713 -0.164
C3 0.269 0.639 -0.880
C4 1.269 1.004 0.229
O1 1.148 -0.317 0.796
H1 -1.220 -1.603 1.263
H2 -1.748 0.033 0.922
H3 -2.041 -1.218 -0.266
H4 0.409 -1.644 -0.684
H5 0.550 0.804 -1.930
H6 -0.754 0.872 -0.623
H7 0.946 1.785 0.932
H8 2.310 1.229 -0.058

***

Question: Which formula does entry 1 have?
Answer: C4H6O2